No. 1
DFT (ωB97M-V/def2-TZVPD) results for C22H31ClEuO8Si2 as an isolated structure.

Each line ends with the Mulliken charge.
Positions of all 65 atoms, in Å:
Eu1 1.357 1.143 0.926  0.8130
C1 -3.379 -1.947 1.015  -1.1788
Si1 -3.736 -2.603 -0.710  0.6491
C2 -3.193 -4.340 -1.116  -1.1418
C3 -5.506 -2.198 -1.221  0.2729
C4 -6.859 -2.523 -0.869  -0.5988
C5 -7.897 -1.985 -1.573  -0.4952
C6 -7.635 -1.015 -2.613  -0.3440
C7 -6.361 -0.620 -2.916  -0.8866
C8 -5.288 -1.261 -2.243  0.2420
Si2 -3.352 -1.178 -2.498  0.2101
C9 -2.812 0.555 -2.319  -0.9805
C10 -2.812 -2.029 -3.984  -1.0523
H1 -2.679 -2.488 1.682  0.3183
H2 -4.311 -2.180 1.507  0.4269
H3 -3.063 -0.893 0.981  0.2871
H4 -2.207 -4.511 -1.520  0.3593
H5 -3.965 -4.622 -1.858  0.3158
H6 -3.398 -4.989 -0.198  0.2767
H7 -7.039 -3.111 0.068  0.2666
H8 -8.893 -2.337 -1.440  0.3940
H9 -8.441 -0.613 -3.202  0.3703
H10 -6.198 0.013 -3.772  0.3437
H11 -2.982 0.894 -1.306  0.2777
H12 -3.558 1.166 -3.019  0.3263
H13 -1.845 0.792 -2.668  0.3744
H14 -2.809 -1.310 -4.813  0.3899
H15 -3.456 -2.891 -4.216  0.2979
H16 -1.720 -2.290 -3.891  0.2793
C11 8.062 -0.398 3.384  -0.7935
O1 8.030 -0.512 1.976  -0.4422
C12 6.973 -0.011 1.285  0.7301
C13 7.290 0.775 0.169  -0.3628
C14 6.339 1.537 -0.455  -0.9204
C15 4.997 1.406 -0.100  0.4081
C16 3.953 2.147 -0.899  0.8814
C17 4.450 2.696 -2.212  -1.3111
O2 2.703 2.226 -0.681  -0.8557
C18 4.652 0.593 1.075  0.7508
O3 3.494 0.687 1.634  -0.8604
C19 5.669 -0.172 1.669  -0.7608
H17 7.843 0.636 3.737  0.3320
H18 9.125 -0.731 3.723  0.2047
H19 7.425 -1.212 3.833  0.2892
H20 8.318 0.595 -0.330  0.1511
H21 6.523 2.114 -1.340  0.2570
H22 4.807 1.844 -2.879  0.2523
H23 5.187 3.556 -2.191  0.2233
H24 3.501 3.135 -2.595  0.3779
H25 5.411 -0.714 2.624  0.0813
O4 -0.768 -2.286 -0.703  -0.6546
Cl1 0.209 -1.209 -0.841  1.6915
O5 -0.470 -0.055 -0.088  -0.5271
O6 1.507 -1.325 -0.142  -0.6890
O7 0.488 -0.914 -2.224  -0.5843
C20 -1.408 3.602 3.846  -1.0383
C21 -0.003 3.168 3.540  0.5203
C22 1.045 3.558 4.536  -0.9559
O8 0.248 2.434 2.565  -0.6964
H26 -1.554 4.643 3.552  0.2456
H27 -1.781 3.549 4.919  0.2587
H28 -2.092 3.113 3.074  0.2371
H29 0.716 4.439 5.142  0.2942
H30 1.921 3.726 3.960  0.2381
H31 1.226 2.734 5.226  0.2144

Values from the calculation:
**Kohn-Sham gap (spin up / spin down)**: 2.490 / 2.531 eV
**Charge**: -2
**Calculated total energy**: -87293.481 eV
**Lowest unoccupied orbital energy (spin up / spin down)**: 3.91 / 3.91 eV
**Largest force on an atom**: 4.4 eV/A
**2S+1**: 8
**E_HOMO (spin up / spin down)**: 1.419 / 1.381 eV

=====

No. 2
DFT (ωB97M-V/def2-TZVPD) results for C22H31FeGe2N3O5S as an isolated structure.

Each line ends with the Mulliken charge.
Positions of all 65 atoms, in Å:
Fe1 1.010 1.564 -0.143  0.6258
O1 5.721 2.482 3.831  -0.4572
C1 4.813 2.231 3.104  0.4362
C2 4.905 1.991 1.573  0.0067
O2 5.889 1.976 0.890  -0.5007
C3 3.500 1.736 1.129  0.6758
C4 2.576 1.870 2.217  0.7770
O3 1.351 1.717 2.037  -0.5413
C5 3.312 2.197 3.489  -0.1428
O4 2.846 2.346 4.579  -0.4817
O5 3.095 1.448 -0.032  -0.8180
N1 1.581 2.088 -2.228  -0.4392
N2 1.357 3.426 -2.576  -0.5276
C6 0.983 4.331 -1.648  0.8346
N3 0.900 5.593 -2.060  -0.4576
S1 0.625 3.938 -0.038  -0.4679
H1 2.581 1.889 -2.216  0.4011
H2 1.127 1.485 -2.907  0.3659
H3 1.690 3.734 -3.478  0.2404
H4 1.107 5.879 -3.003  0.1898
H5 0.624 6.299 -1.399  0.2300
C7 -3.500 1.717 1.902  -1.3688
C8 -2.013 1.855 1.567  -0.3201
Ge1 -1.568 0.925 -0.101  0.5325
C9 -1.974 1.980 -1.725  -0.2163
C10 -3.412 1.709 -2.181  -1.4074
C11 -2.423 -0.813 -0.209  0.0724
C12 -1.542 -1.824 -0.097  -0.2738
Ge2 0.254 -1.041 0.004  0.5071
C13 1.264 -1.371 1.651  -0.4319
C14 1.355 -2.850 2.039  -1.2610
C15 1.358 -1.178 -1.641  -0.2287
C16 1.902 -2.579 -1.945  -1.3008
C17 -1.880 -3.262 -0.023  0.3210
C18 -3.188 -3.670 0.249  -0.7261
C19 -3.511 -5.014 0.310  -0.7668
C20 -2.530 -5.977 0.107  -0.4370
C21 -1.224 -5.588 -0.148  -1.1291
C22 -0.906 -4.240 -0.205  0.3706
H6 -3.732 2.228 2.837  0.4042
H7 -3.787 0.671 2.019  0.3560
H8 -4.134 2.154 1.128  0.2991
H9 -1.394 1.449 2.368  0.3175
H10 -1.737 2.905 1.455  0.3192
H11 -1.282 1.730 -2.534  0.1479
H12 -1.835 3.035 -1.482  0.2730
H13 -3.557 0.659 -2.435  0.3477
H14 -3.662 2.300 -3.064  0.4174
H15 -4.133 1.966 -1.403  0.2853
H16 -3.493 -0.979 -0.298  0.5010
H17 0.786 -0.798 2.446  0.4853
H18 2.262 -0.949 1.504  0.2234
H19 0.368 -3.274 2.224  0.3606
H20 1.940 -2.962 2.953  0.4332
H21 1.838 -3.452 1.268  0.2339
H22 2.206 -0.496 -1.517  0.2656
H23 0.749 -0.826 -2.479  0.3261
H24 2.451 -2.991 -1.097  0.3084
H25 2.590 -2.548 -2.791  0.4204
H26 1.100 -3.268 -2.204  0.3707
H27 -3.956 -2.929 0.430  0.3392
H28 -4.527 -5.315 0.525  0.4070
H29 -2.783 -7.028 0.158  0.4020
H30 -0.454 -6.333 -0.295  0.4073
H31 0.119 -3.945 -0.390  0.4634

Values from the calculation:
**ΔE to the lowest compared entry with this formula, charge and spin**: 0.000 eV
**Kohn-Sham gap (spin up / spin down)**: 8.161 / 5.932 eV
**Charge**: +1
**Calculated total energy**: -196271.309 eV
**Lowest unoccupied orbital energy (spin up / spin down)**: -3.04 / -5.26 eV
**Largest force on an atom**: 0.7 eV/A
**2S+1**: 6
**E_HOMO (spin up / spin down)**: -11.196 / -11.197 eV

=====

No. 3
DFT (ωB97M-V/def2-TZVPD) results for C22H31LuN3O2Sb as an isolated structure.

Each line ends with the Mulliken charge.
Positions of all 60 atoms, in Å:
Lu1 -1.590 0.331 -1.125  1.2740
O1 -0.643 3.966 1.498  -0.6019
C1 -1.415 3.587 2.547  0.4584
C2 -1.117 4.247 3.748  -0.5773
C3 -1.903 4.060 4.882  -0.4064
C4 -2.939 3.141 4.831  -0.7780
C5 -3.080 2.357 3.717  -0.5000
C6 -2.348 2.535 2.545  0.2476
C7 -2.426 1.481 1.515  0.9127
O2 -1.793 1.693 0.336  -0.6747
N1 -3.121 0.369 1.634  -1.0259
N2 -2.933 -0.383 0.554  0.3595
C8 -3.725 -1.408 0.341  -0.4442
C9 -3.583 -2.142 -0.889  0.8027
C10 -4.193 -3.346 -1.220  -0.7380
C11 -3.925 -3.933 -2.466  -0.2601
C12 -2.978 -3.391 -3.314  -0.8301
C13 -2.410 -2.208 -2.941  0.0476
N3 -2.722 -1.609 -1.784  -0.3572
H1 -0.868 3.548 0.688  0.2932
H2 -0.270 4.906 3.803  0.4473
H3 -1.606 4.604 5.710  0.4778
H4 -3.577 2.984 5.690  0.4077
H5 -3.718 1.490 3.679  0.4855
H6 -4.493 -1.680 1.055  0.4514
H7 -4.916 -3.813 -0.531  0.4191
H8 -4.392 -4.896 -2.685  0.4145
H9 -2.699 -3.823 -4.230  0.4992
H10 -1.702 -1.753 -3.609  0.4659
C14 3.286 -2.829 -0.082  -1.4892
C15 1.846 -2.298 -0.014  0.0236
C16 0.877 -3.050 -0.924  -1.2013
Sb1 1.525 -0.235 -0.597  0.4380
C17 2.709 1.002 0.660  0.3633
C18 2.589 2.370 -0.046  -1.1018
C19 2.452 1.081 2.139  -1.3918
C20 2.488 -0.359 -2.577  0.2790
C21 3.992 -0.028 -2.419  -1.3060
C22 1.898 0.700 -3.545  -1.2962
H11 3.284 -3.849 0.390  0.4536
H12 4.013 -2.238 0.510  0.3282
H13 3.608 -2.928 -1.111  0.3665
H14 1.532 -2.399 0.988  0.7025
H15 1.066 -2.869 -1.991  0.2546
H16 -0.148 -2.785 -0.684  0.2522
H17 1.040 -4.120 -0.751  0.4531
H18 3.674 0.556 0.426  0.5008
H19 1.603 2.869 0.106  0.0064
H20 2.879 2.234 -1.083  0.2214
H21 3.189 3.157 0.460  0.4648
H22 1.375 1.129 2.482  0.1595
H23 3.005 1.926 2.514  0.4617
H24 2.888 0.193 2.624  0.3925
H25 2.224 -1.396 -2.962  0.3483
H26 4.096 0.991 -2.141  0.3522
H27 4.537 -0.100 -3.350  0.4771
H28 4.355 -0.741 -1.632  0.2474
H29 2.095 1.695 -3.150  0.3392
H30 0.826 0.779 -3.618  0.2181
H31 2.281 0.628 -4.602  0.4118

Values from the calculation:
**ΔE to the lowest compared entry with this formula, charge and spin**: 0.095 eV
**Kohn-Sham gap**: 5.919 eV
**Charge**: +2
**Calculated total energy**: -72025.336 eV
**Lowest unoccupied orbital energy**: -7.50 eV
**Largest force on an atom**: 2.8 eV/A
**E_HOMO**: -13.422 eV